# 1
# C23H55FN4O17S4Si2

A structure of composition C23H55FN4O17S4Si2 at a distorted geometry (ωB97M-V/def2-TZVPD, the Open Molecules 2025 dataset).

## Properties
Gap between HOMO and LUMO: 9.79 eV
Relative energy (zero: lowest compared OMol25 entry of this formula, charge and spin): 117.3 kcal/mol
Total energy: -4678.839002 hartree
Largest force on an atom: 0.2317 Eh/bohr
HOMO energy: -9.56 eV
LUMO level: 0.2 eV

The geometry in XYZ format:
```
106
Properties=species:S:1:pos:R:3:mulliken_charge:R:1
C -9.861 2.538 -4.199 -0.99
C -8.288 2.515 -3.672 0.42
O -7.448 1.580 -4.484 -0.35
C -6.019 1.762 -4.068 0.32
O -5.213 2.349 -4.957 -0.54
C -5.594 1.176 -2.596 -0.24
C -4.298 1.921 -1.923 -0.45
C -4.655 3.115 -0.860 0.45
Si -5.536 2.545 0.753 0.59
C -7.475 2.594 0.515 -0.63
C -8.077 4.114 0.369 0.13
N -9.180 4.081 -0.707 -0.62
N -7.043 5.190 0.112 -0.48
N -8.807 4.534 1.661 -0.65
O -5.224 3.615 2.157 -0.40
C -5.955 3.038 3.334 0.41
N -6.370 2.586 4.493 -0.51
O -5.136 0.921 1.292 -0.45
Si -3.424 0.735 1.646 0.28
C -3.048 -0.436 3.155 -0.15
C -3.719 0.244 4.492 0.54
O -4.549 -0.511 5.225 -0.53
F -3.310 1.642 4.812 -0.27
H -10.389 1.522 -3.936 0.29
H -10.414 3.367 -3.548 0.27
H -9.961 2.860 -5.320 0.32
H -8.321 2.239 -2.534 -0.20
H -7.761 3.578 -3.792 0.22
H -5.267 0.042 -2.775 0.35
H -6.549 1.127 -1.921 0.10
H -3.711 2.441 -2.823 0.44
H -3.586 1.086 -1.519 0.08
H -3.651 3.693 -0.584 -0.59
H -5.331 3.898 -1.454 0.27
H -7.926 2.152 1.521 0.40
H -7.851 1.882 -0.344 0.38
H -8.801 4.378 -1.633 0.15
H -9.614 3.132 -0.755 0.30
H -6.941 5.316 -0.940 0.29
H -7.517 6.093 0.412 0.33
H -9.405 5.350 1.334 0.38
H -9.520 3.765 1.834 0.31
H -2.687 2.007 1.744 -0.06
H -2.839 0.043 0.469 -0.28
H -3.470 -1.489 2.870 0.32
H -1.868 -0.537 3.207 0.10
O -0.624 1.885 0.546 -0.54
S 0.086 2.937 -0.147 1.13
O 0.194 2.972 -1.589 -0.62
O 1.578 3.079 0.495 -0.28
C 2.424 1.936 0.504 -0.39
C 2.954 1.621 -0.883 -0.84
C -0.552 4.503 0.394 -0.90
H 1.901 1.074 0.934 0.25
H 3.267 2.164 1.165 0.31
H 2.146 1.327 -1.559 0.30
H 3.674 0.799 -0.847 0.34
H 3.437 2.501 -1.320 0.25
H -0.609 4.511 1.483 0.31
H -1.550 4.620 -0.035 0.28
H 0.102 5.297 0.029 0.39
O 5.211 -0.582 -2.478 -0.61
S 5.280 -2.004 -2.729 1.22
O 5.678 -2.947 -1.707 -0.61
O 6.179 -2.263 -4.063 -0.26
C 7.512 -1.768 -4.089 -0.40
C 8.431 -2.588 -3.203 -0.89
C 3.720 -2.538 -3.389 -0.96
H 7.534 -0.708 -3.811 0.30
H 7.861 -1.836 -5.125 0.28
H 8.152 -2.495 -2.149 0.31
H 9.468 -2.255 -3.303 0.38
H 8.370 -3.650 -3.461 0.26
H 3.417 -1.858 -4.187 0.31
H 2.990 -2.513 -2.577 0.38
H 3.824 -3.558 -3.762 0.34
O -0.637 -1.600 5.338 -0.64
S 0.267 -0.690 6.005 1.23
O 1.588 -0.401 5.490 -0.63
O 0.397 -1.126 7.571 -0.27
C 0.832 -2.446 7.872 -0.33
C 2.316 -2.620 7.609 -0.97
C -0.571 0.855 6.261 -0.95
H 0.241 -3.182 7.316 0.30
H 0.637 -2.614 8.937 0.27
H 2.544 -2.521 6.544 0.30
H 2.656 -3.608 7.931 0.39
H 2.894 -1.854 8.135 0.26
H -1.559 0.662 6.682 0.27
H -0.667 1.344 5.289 0.31
H 0.026 1.476 6.930 0.44
O 10.577 -4.659 -3.154 -0.53
S 11.469 -5.773 -3.381 1.12
O 11.271 -6.708 -4.468 -0.61
O 11.634 -6.611 -1.992 -0.29
C 10.465 -7.128 -1.369 -0.26
C 9.910 -8.321 -2.126 -0.99
C 13.131 -5.157 -3.484 -0.98
H 9.709 -6.343 -1.257 0.28
H 10.751 -7.447 -0.362 0.27
H 9.555 -8.031 -3.118 0.30
H 9.068 -8.766 -1.588 0.38
H 10.684 -9.082 -2.269 0.26
H 13.313 -4.476 -2.651 0.32
H 13.230 -4.626 -4.433 0.36
H 13.823 -6.001 -3.459 0.34
```

=====

# 2
# C23H55N10O6

A cluster of 7 separate species, C23H55N10O6 in total at a distorted geometry (ωB97M-V/def2-TZVPD, the Open Molecules 2025 dataset).

## Properties
Total charge: +1
Gap between HOMO and LUMO: 8.97 eV
Total energy: -1908.203457 hartree
Largest force on an atom: 0.0453 Eh/bohr
HOMO energy: -10.93 eV
LUMO level: -2.0 eV

The geometry in XYZ format:
```
94
Properties=species:S:1:pos:R:3:mulliken_charge:R:1
N 4.258 -0.057 3.516 -0.47
C 4.569 0.646 2.287 -1.22
C 3.518 1.626 1.763 0.53
C 3.558 2.959 2.432 -0.95
C 2.929 2.867 3.770 -0.79
N 1.532 2.455 3.533 -0.22
C 1.347 1.424 2.712 0.33
N 0.207 0.737 2.894 -0.26
N 2.129 1.109 1.727 0.22
H 4.575 0.415 4.339 0.29
H 3.303 -0.355 3.592 0.21
H 5.436 1.244 2.493 0.53
H 4.874 -0.051 1.534 0.45
H 3.806 1.831 0.747 0.26
H 3.015 3.626 1.789 0.36
H 4.569 3.293 2.488 0.49
H 2.910 3.851 4.190 0.39
H 3.426 2.209 4.451 0.34
H 1.137 2.153 4.413 0.32
H -0.380 0.471 2.111 0.18
H -0.027 0.464 3.827 0.19
H 2.089 0.107 1.541 -0.18
C 5.911 3.997 0.066 0.21
O 4.711 4.208 0.006 -0.65
N 6.845 4.942 0.196 0.11
C 8.261 4.626 0.259 -0.92
C 6.423 6.333 0.274 -0.93
H 6.333 2.977 0.013 0.27
H 8.679 4.979 1.203 0.35
H 8.786 5.112 -0.564 0.34
H 8.411 3.552 0.186 0.30
H 5.764 6.475 1.130 0.27
H 5.874 6.605 -0.627 0.30
H 7.293 6.974 0.375 0.39
C 1.373 0.724 -3.404 0.04
O 1.397 0.694 -4.619 -0.63
N 0.813 1.700 -2.677 0.29
C 0.788 1.683 -1.225 -0.86
C 0.203 2.823 -3.373 -1.02
H 1.811 -0.079 -2.785 0.28
H -0.246 1.687 -0.882 0.42
H 1.303 2.567 -0.837 0.49
H 1.277 0.791 -0.842 -0.04
H -0.596 2.473 -4.027 0.26
H 0.948 3.326 -3.989 0.35
H -0.204 3.524 -2.651 0.41
C -2.532 -0.606 0.043 0.21
O -1.465 -0.079 0.369 -0.51
N -3.306 -1.315 0.857 0.18
C -4.551 -1.920 0.402 -0.97
C -2.909 -1.496 2.243 -0.90
H -2.920 -0.524 -0.977 0.14
H -5.379 -1.529 0.985 0.47
H -4.502 -3.002 0.535 0.32
H -4.713 -1.697 -0.650 0.26
H -2.821 -0.524 2.733 0.28
H -1.938 -1.997 2.293 0.25
H -3.651 -2.093 2.763 0.34
C -1.989 -0.559 -3.981 0.48
O -2.622 -0.847 -2.973 -0.71
N -2.420 -0.722 -5.228 0.11
C -1.599 -0.364 -6.374 -0.85
C -3.748 -1.275 -5.447 -0.95
H -0.976 -0.134 -3.930 -0.02
H -2.107 0.395 -6.971 0.34
H -1.423 -1.245 -6.992 0.36
H -0.640 0.028 -6.041 0.24
H -4.497 -0.637 -4.978 0.29
H -3.815 -2.267 -4.999 0.27
H -3.945 -1.344 -6.512 0.39
C -7.631 -3.310 2.040 0.13
O -7.087 -2.225 2.153 -0.63
N -8.673 -3.559 1.241 0.11
C -9.281 -4.874 1.150 -0.92
C -9.213 -2.470 0.440 -0.91
H -7.298 -4.196 2.606 0.31
H -9.219 -5.242 0.125 0.35
H -10.330 -4.820 1.445 0.34
H -8.767 -5.572 1.806 0.29
H -8.442 -2.079 -0.224 0.26
H -9.546 -1.661 1.089 0.30
H -10.050 -2.830 -0.150 0.38
C 2.822 -3.294 1.290 0.01
O 3.078 -2.093 1.339 -0.55
N 1.861 -3.857 0.571 0.20
C 1.634 -5.292 0.578 -0.93
C 1.018 -3.013 -0.254 -0.80
H 3.420 -4.028 1.851 0.28
H 1.754 -5.690 -0.431 0.33
H 0.622 -5.505 0.925 0.33
H 2.344 -5.784 1.237 0.30
H 1.632 -2.478 -0.981 0.28
H 0.507 -2.285 0.361 0.11
H 0.285 -3.619 -0.779 0.41
```

=====

# 3
# C23H55N3OP4RuSe

A structure of composition C23H55N3OP4RuSe at a distorted geometry (ωB97M-V/def2-TZVPD, the Open Molecules 2025 dataset).

## Properties
Total charge: +3
Gap between HOMO and LUMO (spin up / spin down): 8.05 / 4.42 eV
2S+1: 6
<S²>: 8.7883
Total energy: -5009.535956 hartree
Largest force on an atom: 0.0921 Eh/bohr
HOMO energy (spin up / spin down): -15.02 / -16.37 eV
LUMO level (spin up / spin down): -7.0 / -12.0 eV

The geometry in XYZ format:
```
88
Properties=species:S:1:pos:R:3:mulliken_charge:R:1
Ru 0.423 0.511 -1.940 -0.24
P 1.526 -1.383 -1.651 1.65
P 1.962 1.557 -0.287 1.14
P -1.740 -0.583 -1.790 1.11
H -0.418 3.659 -0.977 0.26
C -1.150 2.880 -0.772 -1.15
C -1.166 2.193 0.389 0.15
H -0.527 2.462 1.233 0.35
C 2.504 -1.714 -3.177 -1.55
C 2.748 -1.844 -0.352 -0.97
C 0.644 -2.989 -1.475 -1.01
C 1.896 3.299 0.348 -1.53
C 2.373 0.744 1.330 -0.43
C 3.624 1.637 -1.098 -1.15
C -3.226 0.492 -1.672 -1.58
C -2.184 -1.812 -0.494 -1.20
C -2.011 -1.450 -3.385 -1.29
H -1.939 2.812 -1.523 0.69
H -1.867 1.368 0.572 -0.31
H 2.977 -2.703 -3.133 0.49
H 3.286 -0.957 -3.300 0.34
H 1.841 -1.685 -4.048 0.41
H 3.135 -2.861 -0.520 0.60
H 2.246 -1.841 0.623 -0.21
H 3.606 -1.169 -0.323 0.36
H 1.330 -3.834 -1.640 0.64
H -0.183 -3.086 -2.184 0.33
H 0.252 -3.075 -0.452 -0.25
H 2.927 3.671 0.446 0.52
H 1.444 3.329 1.348 0.44
H 1.346 3.956 -0.333 0.30
H 3.381 0.320 1.288 0.75
H 1.660 -0.062 1.552 -0.88
H 2.362 1.488 2.134 0.71
H 4.232 2.386 -0.571 0.50
H 3.505 1.962 -2.145 0.34
H 4.140 0.668 -1.061 0.30
H -4.100 -0.049 -2.060 0.53
H -3.106 1.401 -2.270 0.46
H -3.406 0.777 -0.628 0.40
H -3.278 -1.829 -0.366 0.60
H -1.699 -1.517 0.449 -0.10
H -1.859 -2.819 -0.788 0.56
H -3.083 -1.441 -3.627 0.48
H -1.654 -2.488 -3.373 0.42
H -1.475 -0.905 -4.172 0.34
C 0.476 2.902 -4.606 0.54
C -0.144 3.993 -3.973 -0.04
C -0.678 5.029 -4.753 -0.65
C -0.605 4.989 -6.152 -0.44
C -0.027 3.880 -6.787 -0.64
C 0.477 2.842 -6.016 -0.61
Se 1.494 1.516 -3.798 -0.07
H -1.029 1.183 -2.160 -0.02
H -0.160 4.050 -2.886 0.39
H -1.142 5.895 -4.274 0.42
H -1.015 5.795 -6.763 0.42
H 0.041 3.817 -7.874 0.42
H 0.949 1.980 -6.479 0.40
C 1.275 -3.194 4.454 -0.71
N 0.592 -1.903 4.521 0.37
C 1.390 -0.859 5.151 -0.67
P -0.439 -1.543 3.232 -0.69
O 0.221 -1.558 1.893 -0.34
N -1.631 -2.722 3.335 0.21
C -1.575 -3.897 2.463 -0.79
C -2.243 -2.950 4.644 -1.03
N -1.239 -0.145 3.647 0.39
C -2.687 -0.044 3.456 -1.05
C -0.532 1.133 3.599 -1.19
H 1.997 -3.250 5.276 0.46
H 1.796 -3.311 3.493 0.23
H 0.567 -4.021 4.573 0.28
H 2.025 -0.336 4.417 0.30
H 0.757 -0.125 5.663 0.23
H 2.033 -1.323 5.911 0.48
H -0.966 -3.677 1.579 0.09
H -1.168 -4.763 3.007 0.42
H -2.594 -4.141 2.135 0.36
H -1.507 -2.859 5.456 0.36
H -3.081 -2.271 4.835 0.28
H -2.647 -3.968 4.667 0.48
H -3.213 0.026 4.419 0.27
H -2.930 0.864 2.887 0.42
H -3.078 -0.925 2.925 0.44
H -0.113 1.399 4.577 0.29
H 0.291 1.097 2.869 0.19
H -1.237 1.918 3.311 0.54
```